# 1
Formula: C45H65As3FMnN2O
Source: the Open Molecules 2025 dataset
Level of theory: ωB97M-V with the def2-TZVPD basis set

Last column: Löwdin charge in e.
Geometry (Å):
C -0.8471 -3.3257 -2.9816  -0.70
C -2.5771 -3.2077 3.5795  -0.08
N -0.7291 0.0316 1.6405  -0.08
C 2.5059 1.0916 -1.5648  -0.20
H 0.5594 -7.9788 -2.3196  0.02
C 3.3970 1.2104 -2.5948  -0.02
C -2.4520 0.1665 -1.0377  -0.30
H -2.1298 3.3136 1.0368  0.04
C 0.8421 4.2543 2.8545  -0.04
H -2.5887 7.3215 5.1797  0.10
H 2.4748 2.2696 5.0366  0.12
C 4.7620 2.4777 -1.0876  -0.07
H -0.6777 0.9190 3.8765  0.14
H 1.4556 -3.9430 1.2809  0.03
H 2.1292 4.3121 -0.7565  0.07
H 1.3399 4.4575 4.9306  0.12
H 3.3500 -1.9404 -0.0128  0.03
H 0.2811 -6.7887 -1.0393  0.01
H 1.2990 -6.3876 -2.4512  0.01
As 0.9302 -2.4460 -0.6756  1.11
H -3.4839 -6.9891 -2.1959  0.02
C -2.9613 3.5139 1.7102  0.00
H 0.1640 2.9895 -1.4255  0.08
C -1.7025 2.8231 3.8299  -0.10
N 1.6393 1.3823 0.6346  -0.05
C 1.3758 4.9513 -0.3015  -0.04
H -1.1405 -1.1801 -3.0142  0.08
H -3.4726 5.6474 3.2201  0.13
H -0.7442 2.2697 -0.0884  0.02
C 2.6386 1.6181 -0.2854  -0.25
C -1.7550 4.2435 5.7752  0.01
H 0.4486 -2.0933 2.5117  0.09
H -2.5916 6.5242 6.7604  0.08
H -4.0393 6.5099 5.7443  0.10
O -1.3119 1.3365 2.0243  -0.04
H 3.1853 0.7657 -3.5582  0.12
H 0.3555 5.2227 2.8084  0.12
H 2.6567 -0.0769 2.1275  0.11
C -1.1951 1.6431 3.2547  -0.01
H 1.3090 -4.8776 -0.2194  0.02
C 3.8251 2.3376 -0.0754  -0.02
H 0.9036 5.5352 -1.0942  0.09
C -3.3286 -2.0837 3.2620  -0.08
Mn 0.3353 0.0486 0.0963  0.58
H 4.5607 1.2033 4.1467  0.08
C -4.1423 -2.2051 -0.9668  -0.31
C 0.9042 3.4792 1.6964  -0.12
C 0.8664 -4.0813 0.3756  -0.29
H 3.2453 -3.4109 -1.0030  0.04
H -0.4089 4.8482 0.8165  0.12
H -0.0558 -4.2713 -4.7948  0.07
F 1.3117 0.3674 -1.7734  -0.08
H -4.2980 -3.2830 -0.9618  0.02
H 1.8770 5.6417 0.3783  0.09
C -1.3751 -1.0089 2.3372  -0.36
H -4.6523 -1.7832 -0.1009  0.02
H -0.5036 -2.5720 -4.9920  0.09
C 1.3936 3.8282 4.0512  -0.08
As -1.1905 -6.3501 -3.1007  1.13
C -2.4642 -7.2456 -1.9110  -0.35
H -4.5650 -1.7806 -1.8773  0.03
H 2.5368 0.0217 5.1826  0.08
H 2.8297 -1.4000 4.1918  0.09
H -1.3502 3.7081 -0.8910  0.09
C 2.8319 0.4509 3.0672  -0.36
H -1.4878 0.6492 -1.2287  -0.01
H -2.2992 -6.9615 -0.8706  0.02
H 4.8692 -0.2777 3.2376  0.08
H 5.6678 3.0358 -0.8897  0.11
H -0.6124 -4.0642 3.5862  0.11
C 4.3402 0.6768 3.2154  -0.04
H 1.2532 -0.6144 4.1390  0.06
H 4.7413 1.2663 2.3918  0.07
H -3.0931 0.3699 -1.8969  0.05
C -1.3632 3.0541 5.1943  -0.18
H 1.1850 -4.0012 -2.5985  0.08
H -2.8941 0.6133 -0.1467  0.02
H 3.1481 -1.8100 -1.7637  0.02
H -1.3136 -4.5775 -1.2478  0.04
C 2.8760 -2.3921 -0.8845  -0.27
C -0.4403 3.2146 -0.5451  -0.07
C 2.0161 2.5931 4.1093  -0.06
H 3.9847 2.7989 0.8905  0.12
C 0.3174 4.1222 0.4410  -0.34
H -2.5967 -4.4440 -2.4343  0.06
H -3.3426 -0.1251 2.4013  0.11
C 2.0920 1.7760 2.9843  -0.13
C -1.6936 -2.0736 -2.7064  -0.35
C 4.5645 1.9239 -2.3471  -0.08
H -0.1528 -4.3408 0.6533  0.02
H -1.4836 4.4426 6.8044  0.13
C 0.4092 -6.9190 -2.1139  -0.35
C 2.3279 -0.4309 4.2115  -0.06
H 0.4249 1.9420 5.6397  0.06
H 1.0511 -2.3385 -3.1442  0.08
C 0.5852 -3.0913 -2.5009  -0.32
H -0.5216 2.4121 7.0489  0.09
C -2.5049 5.1860 5.0773  -0.21
C -2.4903 3.7670 3.1116  -0.16
C -1.5120 -4.5517 -2.3240  -0.39
H 5.3004 2.0437 -3.1287  0.11
C -2.9494 6.4549 5.7359  -0.02
H -4.3889 -2.0626 3.4785  0.11
C -0.6180 -2.1184 2.6983  -0.08
As -2.2351 -1.7819 -0.8212  1.12
C -1.2184 -3.2128 3.3020  -0.08
H -1.7546 -3.8199 -4.8967  0.08
H -2.5992 -2.1110 -3.3180  0.08
H -2.3453 -8.3241 -2.0071  0.02
C 1.5471 2.2273 1.7702  -0.19
C -0.7831 -3.5098 -4.5073  -0.10
C -2.7393 -0.9902 2.6489  -0.06
C -2.8694 4.9228 3.7542  0.01
H -1.0670 1.0828 6.0350  0.10
H -3.0426 -4.0607 4.0538  0.11
C -0.5889 2.0638 6.0208  -0.02
H -3.6179 2.6408 1.6811  0.10
H -3.5173 4.3716 1.3382  0.10

Output
HOMO level (alpha / beta) ... -9.6 / -9.8 eV
Calculated total energy ... -9896.33841 Eh
2S+1 ... 4
Kohn-Sham gap (alpha / beta) ... 5.892 / 6.097 eV
LUMO level (alpha / beta) ... -0.1364 / -0.1364 hartree
Charge ... +1


# 2
Formula: C45H65Cl2GeN4SeTi
Source: the Open Molecules 2025 dataset
Level of theory: ωB97M-V with the def2-TZVPD basis set

Last column: Löwdin charge in e.
Geometry (Å):
C 5.7845 1.4126 -1.5699  -0.19
H 0.8736 -3.9232 -6.8336  0.07
C 4.4390 0.7905 -1.7867  -0.15
H -4.4341 2.8105 4.5965  0.10
H -0.2477 -4.4126 -5.5550  0.07
N -0.1208 -1.1858 -2.1283  0.00
H -1.5615 4.3542 1.2093  0.05
C 2.7020 0.5534 1.5420  -0.24
H -5.1563 0.6732 2.5147  0.06
H -4.3792 5.7428 0.6606  0.07
H 2.4094 2.5773 -2.7408  0.02
H -2.4293 -2.1201 4.2947  0.11
H 1.3711 -3.8546 -5.1352  0.08
H 6.7004 3.3872 -1.4420  0.07
C 3.5949 0.8955 0.5579  0.02
H -4.8604 -2.7697 1.6160  0.11
C -2.6749 3.8645 -0.5755  -0.34
C -1.5542 -2.0584 -3.6895  -0.13
H 4.4961 2.1831 2.9555  0.11
C 2.9857 0.6836 2.9501  -0.12
H 1.3642 4.0433 -2.8137  0.04
C 3.4323 0.6171 -0.8014  -0.28
H -3.4670 3.2432 2.3057  0.09
H 4.0064 1.6429 4.5410  0.11
Ti 0.3511 0.0278 -0.4120  0.81
H 0.7456 -0.0005 5.3586  0.11
C 5.4011 0.3161 3.5699  -0.08
H -3.3437 -1.8323 -1.6230  0.09
N -0.8986 -1.2806 0.5922  -0.01
C -0.9562 -1.6255 1.9300  -0.24
C 4.6271 0.1731 -4.2794  -0.19
H 5.8208 -1.2659 -5.3994  0.07
H -2.0150 0.6073 2.8578  0.05
H 5.3355 3.2911 -2.5641  0.07
H -3.7553 1.1939 4.5479  0.10
C 5.7149 2.9437 -1.6004  -0.09
H -5.8339 2.2990 2.5788  0.07
C -0.3476 -1.8985 -4.3172  -0.12
C -4.2166 -2.9677 0.7557  -0.18
H -1.9841 -4.9414 3.1660  0.07
H 2.1841 -0.9384 -4.5907  0.11
C 2.6049 -0.1544 -2.6684  -0.26
C -2.3990 -1.3867 -1.3311  -0.49
C -3.0292 5.2992 -0.9763  -0.27
H -2.2784 2.9948 3.5706  0.10
H -3.6575 -1.9152 -3.9102  0.11
C -2.4111 1.3582 2.1717  -0.36
H 5.1721 -0.5391 4.2074  0.06
H -3.5322 3.4161 -0.0614  0.09
C 4.2212 1.2939 3.5292  -0.18
H 2.1114 -1.6597 6.6060  0.07
H 4.5281 1.3451 0.8694  0.11
N 1.4829 -0.0648 1.3476  -0.01
H 5.3710 0.9682 -4.3650  0.11
H 6.2003 1.0805 -0.6156  0.11
H -2.3632 -4.6922 -4.1266  0.07
H -0.7408 -3.9628 3.9367  0.07
H 5.0388 3.3157 -0.8282  0.05
H -5.1589 -4.8749 0.2821  0.07
C 0.5438 -1.3148 -3.3448  -0.23
H -3.1425 0.8666 1.5303  0.02
H -3.7610 -5.0038 1.3588  0.07
C 0.0147 -2.2621 -5.7191  -0.18
C -4.1543 1.9982 3.9193  -0.27
H 2.3497 0.6349 5.6185  0.11
H 5.6253 -0.0700 2.5738  0.07
C -1.4247 3.7697 0.2905  -0.38
H -6.1575 1.1564 3.8877  0.07
Ge -0.9138 1.9831 1.0229  0.77
H -2.1620 5.7604 -1.4621  0.10
H -0.5757 4.2245 -0.2201  0.01
C 1.7941 -0.1369 5.0819  -0.18
N 2.2939 0.0810 -1.3444  0.02
H 6.0525 -1.3359 -3.6456  0.08
H -4.6898 -2.4607 -0.0881  0.11
Se -2.4694 0.6131 -1.3152  0.74
H -2.7164 6.2551 0.9570  0.06
H -3.6519 -3.0898 3.5056  0.11
H 6.4790 1.0614 -2.3359  0.10
H -3.7370 7.1773 -0.1460  0.07
C -2.0445 -1.7237 0.0497  -0.29
H 0.2401 2.3595 2.0314  -0.03
Cl 0.1245 2.0944 -2.4555  0.61
C 1.5719 3.1114 -2.3034  -0.89
C 3.9172 0.3007 -2.9666  -0.15
C -2.8651 -2.3767 1.0049  -0.12
C 1.7881 -0.8197 -3.5893  0.06
C -2.1689 -2.3348 2.1955  -0.12
H 6.2972 0.8025 3.9601  0.07
C -2.5801 -2.8808 3.5223  -0.18
C -0.0666 -1.1762 2.8755  0.04
C -1.8150 -4.1535 3.9019  -0.08
H -2.5322 3.2812 -1.4910  0.03
H 4.5864 -1.9978 -4.3614  0.07
H -2.8305 -2.5296 -5.3204  0.11
H -0.2701 -1.4208 3.9102  0.12
H -3.8231 5.2648 -1.7291  0.10
H 1.7438 -2.3123 5.0025  0.07
C -3.0490 2.4859 2.9802  -0.29
C 1.0486 -0.3980 2.6031  -0.25
C 0.5351 -3.7004 -5.8201  -0.08
C 1.9582 0.0756 3.6103  -0.13
C -4.1652 -4.4750 0.4933  -0.08
Cl 1.9502 3.4553 -0.6195  0.64
H 3.3389 -1.6450 5.3325  0.06
H 0.7699 -1.5708 -6.0991  0.10
H -0.8591 -2.1426 -6.3626  0.11
C -2.8481 -2.5782 -4.2296  -0.18
H -4.0998 -4.3583 -4.1888  0.07
H -3.5179 -4.6984 -0.3573  0.06
H 3.9267 0.3312 -5.1041  0.11
H -3.1919 -4.0846 -2.6972  0.06
C -3.4888 6.1689 0.1901  -0.12
C -1.3556 -1.5945 -2.3525  -0.32
C -5.3962 1.5015 3.1851  -0.11
C 5.3141 -1.1873 -4.4357  -0.08
C -3.1460 -4.0128 -3.7859  -0.08
C 2.2741 -1.5204 5.5355  -0.08
H -2.1322 -4.5225 4.8787  0.07

Output
HOMO level (alpha / beta) ... -6.2 / -6.6 eV
Energy above the lowest of the compared OMol25 structures with the same formula, charge and spin ... 63.5 kcal per mole
Calculated total energy ... -8221.04617 Eh
2S+1 ... 2
Kohn-Sham gap (alpha / beta) ... 5.453 / 5.032 eV
LUMO level (alpha / beta) ... -0.0261 / -0.0588 hartree